Entry from the Open Molecules 2025 dataset: 15 unconnected molecules or ions with the total composition C75H75N15 at a distorted geometry (the ωB97M-V functional and the def2-TZVPD basis).

Last column: Löwdin charge in e.
Geometry (Å):
1 N -0.45328 -1.36892 0.55745  0.075
2 C 0.67120 -0.70830 0.83818  -0.150
3 C 1.09516 0.42066 0.15248  -0.072
4 C 0.27275 0.97129 -0.84212  -0.056
5 C -0.97386 0.37041 -1.00496  -0.055
6 C -1.26314 -0.81207 -0.34206  -0.164
7 H 1.39489 -1.20399 1.47787  0.084
8 H 2.11735 0.73352 0.31047  0.067
9 H 0.56586 1.79019 -1.48454  0.066
10 H -1.60937 0.79071 -1.77355  0.093
11 H -2.17682 -1.37504 -0.49153  0.077
12 N -0.39645 3.46738 -3.38604  0.071
13 C -1.44655 4.22488 -3.05403  -0.143
14 C -1.76376 5.40780 -3.71084  -0.070
15 C -1.02051 5.80463 -4.80440  -0.079
16 C 0.05831 5.01584 -5.15326  -0.071
17 C 0.32249 3.83625 -4.45798  -0.143
18 H -2.01865 3.89419 -2.19440  0.078
19 H -2.58827 6.00751 -3.34629  0.104
20 H -1.18320 6.73472 -5.33180  0.106
21 H 0.75648 5.23206 -5.95354  0.102
22 H 1.09575 3.13343 -4.73488  0.076
23 N -4.46053 -4.47398 1.26460  0.063
24 C -3.51724 -3.53116 1.40683  -0.150
25 C -2.58869 -3.56096 2.43459  -0.082
26 C -2.58616 -4.64332 3.29706  -0.103
27 C -3.52186 -5.63558 3.15603  -0.075
28 C -4.47828 -5.48470 2.13702  -0.148
29 H -3.65424 -2.66252 0.77395  0.086
30 H -1.84069 -2.78073 2.48931  0.068
31 H -1.76403 -4.69443 4.00443  0.106
32 H -3.54629 -6.54284 3.74397  0.100
33 H -5.24781 -6.22309 1.95304  0.099
34 N 2.69155 -2.55479 5.33477  0.055
35 C 2.44538 -2.02280 6.53570  -0.155
36 C 1.18275 -1.56821 6.87984  -0.077
37 C 0.16286 -1.61766 5.93221  -0.074
38 C 0.41426 -2.21768 4.71884  -0.058
39 C 1.69726 -2.74730 4.49007  -0.146
40 H 3.29128 -1.99449 7.21033  0.102
41 H 1.01530 -1.15646 7.86653  0.101
42 H -0.82361 -1.25038 6.18570  0.104
43 H -0.28832 -2.21738 3.89454  0.079
44 H 1.90155 -3.16439 3.50910  0.092
45 N -4.65608 -0.25749 2.01841  0.066
46 C -3.66042 0.54784 1.65658  -0.163
47 C -2.70396 1.11017 2.51114  -0.053
48 C -2.77789 0.80394 3.85194  -0.073
49 C -3.83499 -0.00959 4.24238  -0.091
50 C -4.72249 -0.55041 3.33721  -0.146
51 H -3.51059 0.77663 0.60583  0.079
52 H -1.89022 1.69692 2.10580  0.097
53 H -2.04403 1.11053 4.58575  0.086
54 H -4.05292 -0.13967 5.29840  0.099
55 H -5.52422 -1.17245 3.70975  0.103
56 N -1.83933 -4.21774 -3.98547  0.056
57 C -1.41631 -3.70865 -2.82963  -0.135
58 C -1.78633 -4.27032 -1.60768  -0.074
59 C -2.60428 -5.38395 -1.54927  -0.075
60 C -3.10286 -5.84823 -2.76297  -0.076
61 C -2.72071 -5.22281 -3.93866  -0.159
62 H -0.79051 -2.82466 -2.84517  0.085
63 H -1.37681 -3.84914 -0.69772  0.071
64 H -3.00071 -5.87162 -0.66944  0.093
65 H -3.71655 -6.73781 -2.82781  0.098
66 H -2.99212 -5.67409 -4.88550  0.097
67 N 0.06319 2.84391 4.48362  0.057
68 C 0.87662 2.39563 3.52326  -0.156
69 C 2.04525 1.70800 3.84474  -0.070
70 C 2.39050 1.51801 5.17285  -0.077
71 C 1.63068 2.15826 6.16302  -0.073
72 C 0.43813 2.71809 5.76105  -0.168
73 H 0.57557 2.61333 2.50955  0.085
74 H 2.62906 1.13844 3.13084  0.086
75 H 3.26310 0.93644 5.43646  0.102
76 H 1.97227 2.05806 7.18386  0.099
77 H -0.22685 3.21005 6.46224  0.101
78 N 4.32999 -1.41712 0.94616  0.066
79 C 4.56227 -1.45172 2.24456  -0.157
80 C 5.46566 -2.33297 2.84596  -0.061
81 C 6.24321 -3.11892 2.02257  -0.070
82 C 6.02738 -3.07319 0.64633  -0.067
83 C 5.02002 -2.26147 0.17263  -0.171
84 H 4.04375 -0.80917 2.95005  0.088
85 H 5.60499 -2.33905 3.91725  0.100
86 H 7.00914 -3.77216 2.42170  0.106
87 H 6.56119 -3.70825 -0.04749  0.103
88 H 4.79080 -2.26410 -0.88783  0.100
89 N -4.03061 3.10681 -0.86398  0.062
90 C -4.55162 2.59775 -1.96902  -0.178
91 C -5.90132 2.65683 -2.33641  -0.056
92 C -6.76793 3.09633 -1.33512  -0.076
93 C -6.26552 3.57221 -0.13022  -0.071
94 C -4.89653 3.58739 0.03290  -0.158
95 H -3.86919 2.18693 -2.70809  0.095
96 H -6.26573 2.31549 -3.29216  0.101
97 H -7.82997 3.09219 -1.55305  0.103
98 H -6.92815 3.89119 0.66153  0.101
99 H -4.50645 3.95804 0.97530  0.105
100 N -4.41424 -0.70593 -2.05299  0.070
101 C -4.54853 -0.81990 -3.37929  -0.154
102 C -5.75275 -1.05291 -4.01600  -0.068
103 C -6.90132 -0.99286 -3.22014  -0.088
104 C -6.80402 -0.91283 -1.83388  -0.058
105 C -5.52128 -0.76436 -1.31167  -0.147
106 H -3.59899 -0.68175 -3.88963  0.096
107 H -5.88839 -1.09378 -5.08674  0.099
108 H -7.84061 -1.18293 -3.72714  0.100
109 H -7.67669 -0.90567 -1.19864  0.101
110 H -5.31941 -0.71911 -0.24739  0.071
111 N -0.44043 -0.81894 -4.56721  0.067
112 C 0.60632 -0.00116 -4.71020  -0.152
113 C 1.30769 0.19904 -5.89481  -0.072
114 C 0.82948 -0.42440 -7.04283  -0.075
115 C -0.32778 -1.18696 -6.93528  -0.076
116 C -0.93204 -1.36628 -5.69801  -0.148
117 H 0.87830 0.46368 -3.76735  0.088
118 H 2.17190 0.84725 -5.93914  0.084
119 H 1.35509 -0.26945 -7.97482  0.102
120 H -0.84530 -1.54898 -7.81426  0.099
121 H -1.81674 -1.98403 -5.62542  0.084
122 N 4.40483 1.48753 -4.21457  0.056
123 C 4.34333 0.52482 -3.28264  -0.143
124 C 3.75137 0.72530 -2.04560  -0.078
125 C 3.26998 1.96960 -1.72076  -0.124
126 C 3.20380 2.93295 -2.72530  -0.061
127 C 3.70393 2.60958 -3.98409  -0.166
128 H 4.86140 -0.38690 -3.54967  0.104
129 H 3.72012 -0.07786 -1.31683  0.081
130 H 2.81523 2.20564 -0.77040  0.054
131 H 2.75939 3.87870 -2.44829  0.090
132 H 3.77561 3.34881 -4.77290  0.102
133 N 2.19697 4.03145 1.08236  0.070
134 C 2.52359 4.84032 2.08408  -0.158
135 C 2.13030 6.17245 2.18511  -0.055
136 C 1.49975 6.73759 1.09065  -0.069
137 C 1.24236 5.91825 -0.01163  -0.063
138 C 1.62609 4.59351 0.00519  -0.143
139 H 2.99476 4.32413 2.91325  0.095
140 H 2.35277 6.74588 3.07378  0.102
141 H 1.13818 7.75600 1.06188  0.104
142 H 0.71859 6.32611 -0.86753  0.100
143 H 1.37963 3.86500 -0.75715  0.071
144 N 1.52777 -6.79427 -0.57631  0.061
145 C 0.36308 -6.81514 0.06535  -0.158
146 C -0.08633 -5.80291 0.90368  -0.073
147 C 0.67275 -4.62899 0.95528  -0.084
148 C 1.84262 -4.56045 0.20757  -0.061
149 C 2.28235 -5.71370 -0.42780  -0.159
150 H -0.21776 -7.72511 -0.03452  0.103
151 H -0.94900 -5.97398 1.53111  0.087
152 H 0.31801 -3.84931 1.61776  0.073
153 H 2.50571 -3.70476 0.17731  0.081
154 H 3.15297 -5.58924 -1.06566  0.101
155 N 5.59851 3.06397 1.88572  0.063
156 C 6.61732 3.90550 1.96814  -0.165
157 C 7.58131 4.01315 0.97722  -0.086
158 C 7.42385 3.32088 -0.20184  -0.077
159 C 6.28010 2.54213 -0.37532  -0.054
160 C 5.43456 2.41149 0.71418  -0.140
161 H 6.68911 4.53335 2.85078  0.102
162 H 8.42144 4.68045 1.12775  0.100
163 H 8.20490 3.42999 -0.94365  0.106
164 H 6.18887 2.03234 -1.32402  0.095
165 H 4.49619 1.87700 0.67358  0.076

Cartesian forces, eV/Å:
0.14 0.31 0.44
0.44 -0.37 -0.77
-0.09 0.07 -0.55
-0.14 -0.84 1.11
0.46 0.36 -0.84
-0.25 -0.15 0.47
-0.18 0.04 0.35
-0.10 0.22 0.21
-0.03 0.11 0.07
-0.36 -0.27 0.11
-0.15 0.30 -0.42
-0.14 -0.17 -0.42
0.59 0.12 0.10
-0.54 0.03 0.13
0.67 0.10 0.19
0.84 -0.98 -0.36
-0.96 0.27 0.78
-0.04 0.04 0.04
-0.07 -0.06 -0.08
-0.25 0.00 0.05
-0.32 0.34 -0.17
0.24 0.22 -0.14
-0.01 -0.02 0.26
-0.98 -0.02 0.61
0.04 0.11 -0.54
0.98 0.31 0.11
-1.05 -0.39 -0.67
0.80 0.30 -0.26
0.41 -0.08 -0.24
-0.06 0.06 0.04
-0.26 -0.19 0.25
0.10 0.14 0.24
-0.03 -0.13 0.20
0.75 -0.81 0.18
-0.52 -0.16 -0.59
0.16 0.08 0.18
-0.07 -0.21 0.42
0.64 -0.24 -0.43
-0.85 1.45 -0.18
-0.04 0.20 0.11
-0.07 0.04 -0.02
0.02 0.16 -0.12
-0.24 -0.14 0.22
0.29 -0.23 0.13
0.24 -0.29 0.60
0.55 0.30 -0.17
0.08 -0.48 0.04
-0.25 -0.38 -0.05
-0.32 0.08 0.91
0.24 0.91 -0.69
-0.51 -0.14 -0.14
-0.08 0.08 -0.07
-0.02 0.36 -0.14
0.30 -0.34 -0.02
-0.15 -0.13 -0.32
-0.44 0.45 -0.29
-0.60 -0.68 0.35
0.38 0.20 0.68
-0.82 0.03 -1.06
0.16 -0.09 -0.15
1.04 -0.43 0.19
0.12 -0.04 -0.21
-0.05 0.11 0.00
0.53 0.26 0.40
-0.17 0.11 0.13
-0.22 0.25 -0.13
0.10 0.12 -0.31
-0.04 -0.08 0.93
0.06 -1.10 0.06
-0.35 0.94 0.15
0.55 -1.23 -0.53
-0.03 0.86 -0.07
0.06 -0.24 -0.15
-0.06 0.52 -0.46
0.05 0.01 -0.01
-0.38 0.26 0.17
-0.05 -0.23 0.18
-0.44 0.19 -0.26
0.45 -0.64 1.01
0.30 0.28 -0.36
0.19 -0.25 -0.30
-0.25 -0.33 0.25
0.16 0.34 -0.01
-0.38 0.30 -0.52
-0.15 0.01 0.03
-0.04 0.00 0.07
0.13 0.02 0.09
-0.09 0.13 -0.01
-0.22 -0.14 0.36
-0.20 0.30 -1.50
0.19 0.05 1.66
-0.19 0.11 -0.84
-0.24 -0.34 -0.43
0.06 -0.09 0.44
0.25 -0.01 0.21
0.11 -0.14 -0.04
-0.05 0.06 0.24
0.05 0.10 0.01
0.30 0.05 -0.14
-0.46 0.04 -0.22
0.80 0.06 0.19
-0.65 1.03 0.62
0.08 -1.10 -0.13
0.44 0.41 -0.64
0.27 -0.28 0.27
-0.16 -0.27 -0.38
0.39 -0.19 -0.07
-0.20 0.28 0.25
0.00 -0.07 0.06
-0.41 0.08 0.14
-0.52 0.02 -1.00
-0.01 -0.41 0.61
-0.39 -0.11 -0.12
-0.04 0.18 0.56
-0.28 0.32 -0.28
0.74 0.32 0.31
0.38 0.22 -0.16
0.07 -0.04 0.15
-0.16 -0.11 -0.15
0.24 -0.29 -0.05
0.00 -0.06 0.24
-1.03 -0.31 -0.07
0.29 0.86 -0.37
0.32 -0.82 0.44
-0.75 0.55 -0.90
-0.06 -0.46 0.27
1.40 0.28 0.66
-0.10 -0.18 0.16
0.06 0.01 0.00
0.29 -0.07 0.18
0.04 0.19 -0.54
-0.32 0.06 -0.08
0.59 0.46 -0.69
-0.60 -0.49 0.68
0.41 0.12 -0.42
-0.32 -0.62 -0.33
-0.04 0.50 -0.30
-0.31 -0.58 1.06
0.18 0.24 0.08
0.02 -0.03 0.03
0.13 0.08 0.20
0.05 -0.06 -0.06
-0.17 0.39 -0.37
0.14 -0.33 0.03
0.09 -0.28 0.45
0.89 0.14 -0.22
-0.42 -0.55 0.37
0.22 -0.26 0.78
-0.84 1.12 -1.25
-0.04 -0.02 -0.10
-0.20 0.25 -0.16
0.17 0.35 -0.28
-0.26 0.22 0.18
0.28 -0.61 0.26
-0.27 0.05 -0.62
0.25 -0.20 -0.02
0.11 0.53 0.19
0.02 0.07 0.22
1.02 0.03 0.10
-0.43 0.57 0.49
-0.02 -0.22 0.15
0.01 -0.05 -0.04
-0.24 -0.19 -0.27
-0.55 -0.16 0.13
0.17 -0.44 -0.16

Results
Strongest force on any atom ... 1.87 eV/A
Energy above the lowest of the compared OMol25 structures with the same formula, charge and spin ... 0.0 kcal per mole
Orbital gap ... 9.485 eV
HOMO level ... -8.8 eV
E_tot ... -3724.1844 a.u.